Record 1
Density functional theory data (the ωB97M-V functional and the def2-TZVPD basis) for a structure of composition C16H21AgF6I2N2O3PSi.

```
53
Properties=species:S:1:pos:R:3:forces:R:3
I 3.709 0.977 -0.167 -0.189 -0.772 0.063
I 6.631 1.250 -1.055 -0.264 0.094 0.117
Ag 0.969 0.102 0.406 0.545 0.314 -0.603
P -2.685 -1.632 1.735 3.011 0.802 -0.997
Si 0.209 3.061 0.211 -0.103 0.074 0.969
F -1.434 -2.419 0.887 -0.829 0.297 0.673
F -1.589 -0.467 2.173 -0.473 -0.467 -0.037
F -2.242 -2.509 3.037 -1.142 0.197 -0.095
F -2.894 -0.781 0.370 -0.957 -0.053 0.338
F -3.801 -0.823 2.562 -0.184 -0.555 -0.385
F -3.665 -2.770 1.256 -0.927 -0.221 0.063
O 0.541 1.888 -0.826 0.032 -0.933 0.891
O 0.832 -3.107 -1.920 -1.959 0.468 -2.483
O -0.230 -0.801 -1.890 -0.140 -0.605 -1.351
N 0.147 -2.882 -2.919 1.864 0.421 2.663
N -0.322 -1.503 -2.919 1.043 -1.665 2.319
C 2.990 -1.662 4.655 -2.193 -0.511 -0.155
C -1.282 -1.943 -5.078 0.425 -0.827 -0.260
C -1.068 4.149 -0.617 -0.254 1.916 0.790
C 1.806 -1.816 5.436 0.198 0.065 -1.896
C -0.909 0.330 -4.257 -0.377 -0.855 1.116
C -0.802 2.619 1.884 0.059 0.493 -0.422
C -1.520 0.802 -5.370 -0.522 0.464 -1.034
C 0.563 -1.962 4.795 -0.640 -0.287 -1.402
C -2.049 -0.070 -6.329 0.088 -0.115 0.158
C 1.672 -1.836 2.608 -2.023 -0.114 1.515
C 1.822 4.018 0.759 -0.979 -0.591 -1.145
C 0.451 -1.943 3.374 2.483 0.108 0.963
C -1.898 -1.437 -6.205 -0.650 -0.021 -0.331
C 1.554 -1.840 1.181 0.545 0.588 -1.147
C 2.886 -1.750 3.277 0.491 0.077 -0.294
C -0.846 -1.074 -4.127 0.094 2.510 0.327
H 1.527 5.037 0.867 -0.217 1.066 0.346
H 2.492 -2.020 0.636 -0.457 -0.201 0.138
H -1.046 -2.974 -4.878 -0.517 -0.329 -0.375
H -0.659 0.953 -3.387 0.290 -0.208 -0.531
H -1.442 3.477 2.238 0.465 -0.585 -0.614
H 1.812 -1.906 6.486 0.318 0.186 1.112
H -1.938 3.582 -0.866 -0.407 -0.887 -0.684
H -0.458 -2.019 2.802 0.584 -0.134 0.765
H -0.374 -2.149 5.367 0.872 0.287 -0.285
H 3.950 -1.496 5.059 0.874 -0.038 0.773
H -0.164 2.421 2.751 0.161 -0.264 -0.149
H -0.755 4.780 -1.463 -0.044 -0.343 0.083
H 2.144 3.643 1.715 0.419 -0.183 0.288
H -2.383 -2.081 -6.946 0.435 0.067 0.286
H 0.659 -2.361 0.829 0.372 0.132 -0.218
H -1.467 1.741 1.749 0.371 0.502 0.022
H -2.647 0.285 -7.145 0.002 0.403 -0.347
H -1.633 1.865 -5.495 -0.104 0.221 -0.058
H 3.758 -1.785 2.625 0.173 0.348 0.355
H 2.619 4.007 -0.005 -0.329 -0.314 0.451
H -1.542 4.829 0.133 0.668 -0.021 -0.282
```
Forces are in eV/Å.

Energy above the lowest of the compared OMol25 structures with the same formula, charge and spin   3.25 kcal/mol
Highest occupied orbital energy (spin up / spin down)   -0.0584 / -0.0584 Eh
Expectation value of S²   0.775
Total charge   -2
Orbital gap (spin up / spin down)   4.7 / 4.3 eV
Total energy   -2930.09474 Ha
2S+1   2



Record 2
Density functional theory data (the ωB97M-V functional and the def2-TZVPD basis) for a structure of composition C16H21AlB2BeCl2F5IKNaO15S.

```
67
Properties=species:S:1:pos:R:3:forces:R:3
I 1.530 -2.248 4.765 0.569 -0.309 -0.560
K -5.136 -1.299 2.946 -0.968 -0.583 0.027
Cl 4.905 1.951 -3.849 0.042 -0.043 0.002
Cl 6.273 1.055 -0.865 0.048 0.066 0.063
S -1.593 -1.271 4.259 -1.649 0.543 1.472
Al -4.667 2.709 2.072 -1.641 1.553 0.521
Na 0.680 3.592 0.267 0.489 -0.018 -1.281
F -1.816 -5.237 3.459 2.604 -2.370 -1.946
F 1.981 4.357 -5.315 -0.034 0.032 0.096
F 2.441 4.068 -3.077 0.018 0.032 0.560
F 1.014 2.626 -4.149 -0.024 0.013 0.203
F 0.368 4.802 -3.728 -0.025 -0.057 0.242
O 0.304 -3.658 2.375 0.177 0.164 -0.029
O -5.830 -1.230 -5.257 -0.210 0.298 -0.131
O -1.129 -2.707 3.828 0.096 1.139 -0.018
O 4.848 -2.973 0.175 0.020 -0.068 0.311
O 1.587 1.631 1.216 -1.166 0.634 0.560
O 4.771 -1.338 1.689 0.347 -0.167 0.560
O -2.997 -1.200 3.874 1.027 0.278 -1.250
O -0.584 -0.352 3.380 -1.515 -0.741 -0.418
O 3.664 -1.111 -0.073 -0.375 -0.038 0.078
O 2.922 0.537 2.864 -0.259 0.030 -0.396
O -1.494 -0.882 5.612 1.238 -0.215 0.146
O -4.189 -2.752 -3.596 -0.380 -0.121 -0.174
O 7.537 -0.272 2.775 -0.249 -0.256 -0.045
O -3.578 2.592 -3.817 0.214 0.151 0.395
O -1.734 1.040 -2.429 0.091 -0.124 0.626
C -1.207 -1.566 1.213 -0.261 0.980 -0.323
C -3.633 1.378 -3.806 -0.522 -0.207 -0.428
C -3.206 1.081 1.475 0.384 0.502 -0.384
C -0.155 -1.205 2.284 1.817 -2.504 -0.633
C -4.040 -1.553 -3.736 0.610 0.143 0.451
C 4.034 1.425 -2.391 -0.196 -0.066 0.039
C 4.449 -1.879 0.563 0.003 0.587 -0.362
C -4.669 0.705 -4.569 0.035 0.354 -0.063
C 1.189 -0.905 1.595 0.085 1.141 -0.213
C -1.576 -0.425 0.227 -0.088 -0.156 0.436
C -4.950 -0.699 -4.610 0.325 -0.571 0.252
C 4.719 1.884 -1.127 -0.059 0.005 0.063
C -2.662 0.510 -3.023 -0.262 0.303 -0.453
C -2.951 -0.885 -3.052 -0.033 -0.147 0.073
C 0.140 -2.527 3.092 -0.745 -0.011 0.796
C -1.807 0.957 0.833 -0.355 0.497 -0.650
B 1.951 0.464 1.950 0.345 -0.740 -0.641
B 1.454 3.964 -4.091 -0.134 -0.030 -0.359
Be -0.637 -6.181 2.635 -2.792 2.385 1.926
H -3.164 1.706 2.423 0.641 -1.232 -0.327
H -5.284 1.379 -5.156 -0.078 -0.129 -0.044
H -2.119 -2.005 1.622 0.176 0.013 0.251
H 1.917 -1.695 1.808 -0.114 0.031 0.065
H 3.033 1.851 -2.452 0.057 0.129 -0.082
H -0.752 -2.343 0.597 -0.096 -0.043 0.129
H 0.798 -3.465 1.563 0.203 -0.090 0.073
H 3.349 -0.341 2.909 0.345 0.179 0.345
H 6.590 -0.452 2.719 -0.276 0.049 -0.208
H 1.032 -0.934 0.513 0.129 0.158 0.086
H -1.824 1.664 -0.009 0.167 -0.181 -0.035
H -2.302 -1.563 -2.506 0.103 0.079 -0.054
H -1.018 1.305 1.499 -0.110 -0.340 0.239
H 1.234 2.245 1.874 0.647 -0.131 0.551
H 4.903 2.957 -1.136 0.076 -0.021 -0.152
H -2.530 -0.710 -0.235 0.255 -0.032 -0.228
H -0.870 -0.320 -0.597 0.040 -0.070 0.154
H 4.100 1.652 -0.258 -0.030 -0.142 -0.068
H -3.687 0.110 1.632 0.330 0.382 0.160
H -3.880 1.648 0.747 0.772 -0.892 -0.034
H 3.952 0.341 -2.418 0.125 -0.006 0.042
```
Forces are in eV/Å.

Highest occupied orbital energy   -0.2401 Eh
Total charge   0
Orbital gap   1.5 eV
Total energy   -4935.26793 Ha



Record 3
Density functional theory data (the ωB97M-V functional and the def2-TZVPD basis) for a structure of composition C16H21AsAuN3S2.

```
44
Properties=species:S:1:pos:R:3:forces:R:3
Au 0.111 0.516 0.306 -0.732 -0.446 0.113
As -1.836 -3.203 -1.432 -0.303 0.017 0.024
S -0.353 -1.744 -0.980 0.126 0.167 -0.072
S -0.057 3.478 -2.940 -0.067 0.039 0.053
N 1.842 0.670 -0.858 0.595 0.391 0.126
N 0.003 -0.133 2.346 0.311 0.227 0.197
N -0.760 -0.278 4.374 -0.008 0.036 0.030
C 2.915 -0.086 -0.608 -0.019 0.065 -0.113
C -2.567 -2.930 -3.180 -0.011 -0.002 -0.033
C 1.873 1.666 -1.777 -0.066 -0.112 0.043
C 0.610 -0.191 4.490 0.017 -0.025 0.015
C 1.079 -0.094 3.227 -0.094 0.017 0.006
C -0.434 1.790 -1.116 0.175 -0.110 -0.162
C -1.102 -0.233 3.080 0.018 -0.246 -0.134
C -1.624 3.296 -2.280 -0.009 -0.005 -0.014
C -3.291 -3.176 -0.183 -0.020 -0.017 0.018
C -2.493 -0.343 2.568 -0.021 0.076 0.024
C -1.037 -4.942 -1.375 0.060 -0.012 0.011
C 4.174 1.193 -2.178 -0.015 0.001 0.005
C 4.106 0.150 -1.263 0.024 -0.074 -0.023
C 3.047 1.953 -2.449 -0.007 -0.027 -0.047
C 0.569 2.272 -1.908 -0.076 -0.026 -0.003
C -1.712 2.344 -1.299 0.065 -0.014 -0.099
H -0.698 -5.141 -0.361 0.013 -0.002 -0.002
H 3.070 2.758 -3.170 0.005 -0.010 -0.013
H -3.136 -2.003 -3.183 0.013 0.012 -0.013
H -2.619 2.086 -0.775 0.001 -0.001 -0.004
H 4.961 -0.474 -1.051 0.015 0.020 0.003
H -2.991 -1.214 2.994 -0.007 0.004 0.011
H -1.410 -0.343 5.142 0.003 -0.039 -0.003
H -1.777 -5.684 -1.676 -0.013 0.015 -0.003
H -0.191 -4.962 -2.058 0.005 -0.008 0.000
H 5.106 1.410 -2.683 -0.007 -0.007 -0.013
H -3.217 -3.765 -3.439 -0.002 -0.002 0.015
H -2.429 3.906 -2.658 0.020 0.029 0.010
H -3.793 -2.212 -0.251 -0.010 -0.001 0.008
H 1.113 -0.217 5.440 -0.007 0.014 0.000
H -3.995 -3.972 -0.421 0.006 0.001 -0.012
H 2.095 -0.012 2.886 -0.004 0.018 0.005
H 2.797 -0.884 0.113 0.019 0.037 0.041
H -2.476 -0.455 1.484 0.011 0.001 0.015
H -2.893 -3.324 0.819 -0.005 -0.004 0.004
H -1.748 -2.861 -3.893 0.000 0.002 -0.006
H -3.081 0.540 2.822 0.002 0.003 -0.007
```
Forces are in eV/Å.

Energy above the lowest of the compared OMol25 structures with the same formula, charge and spin   44.85 kcal/mol
Highest occupied orbital energy   -0.5326 Eh
Total charge   +2
Orbital gap   5.9 eV
Total energy   -3953.80786 Ha



Record 4
Density functional theory data (the ωB97M-V functional and the def2-TZVPD basis) for a structure of composition C16H21ClF16NO9P2.

```
66
Properties=species:S:1:pos:R:3:forces:R:3
Cl -3.848 5.365 0.613 0.088 0.000 0.057
P -6.457 4.261 -0.147 -0.151 0.499 -0.713
P -5.403 1.815 -1.207 -0.133 0.280 -0.143
F -0.580 0.710 -0.307 0.273 -0.009 -0.093
F 4.779 -4.053 1.659 0.017 -0.036 -0.049
F -0.936 -3.439 1.982 0.034 0.006 0.006
F 7.137 -5.356 1.079 -0.040 0.060 -0.001
F 5.402 -4.492 -0.995 -0.039 -0.005 0.043
F 6.400 -6.419 -1.293 -0.015 0.015 -0.023
F 0.530 -3.792 -0.388 -0.026 0.000 -0.017
F 8.729 -5.383 -0.401 0.050 -0.041 0.069
F 5.614 -1.850 0.131 0.003 -0.003 0.026
F 6.284 -0.915 1.999 0.040 0.016 0.058
F 0.966 -3.515 3.072 0.073 0.005 0.019
F 0.530 -1.094 -0.806 -0.044 -0.031 0.001
F 3.920 -2.114 2.182 -0.066 -0.001 0.019
F -1.893 -0.891 -2.037 -0.029 -0.032 0.028
F -1.943 -2.489 -0.535 0.022 -0.010 -0.029
F 0.774 -5.334 1.146 0.015 -0.008 -0.036
O -6.194 3.468 1.243 -0.275 -0.240 0.087
O -6.815 5.674 -0.018 -0.009 -0.196 0.198
O -4.869 5.604 -2.579 0.384 0.782 -0.131
O -0.450 -0.863 1.212 -0.343 -0.453 -0.100
O -4.741 1.190 -2.550 0.454 -0.086 -0.032
O -7.690 3.471 -0.801 -0.351 0.198 0.372
O 7.799 -3.452 0.065 -0.465 0.077 -0.205
O -5.606 3.660 -3.453 -0.337 -0.264 -0.276
O -4.297 1.224 -0.109 -0.104 -0.239 0.068
N -3.722 3.974 -0.460 -0.409 0.386 -0.273
C -2.523 4.231 -1.298 0.412 0.191 0.251
C 1.035 -4.041 0.835 0.072 -0.006 0.072
C 6.110 -2.108 1.356 -0.061 -0.053 -0.242
C -0.539 -0.622 -0.134 -0.065 0.154 0.010
C 7.507 -2.733 1.246 0.448 0.062 0.231
C 0.377 -3.146 1.890 -0.274 0.009 -0.082
C 5.058 -2.845 2.191 0.000 0.006 0.059
C -1.291 4.400 -0.383 0.136 -0.292 -0.129
C 0.587 -1.632 1.773 0.422 0.426 0.272
C -5.022 3.716 -1.158 0.672 -0.362 0.741
C 7.558 -4.789 -0.067 0.180 -0.030 0.060
C -1.235 3.392 0.773 0.401 -0.029 -0.143
C 6.589 -5.083 -1.222 0.039 0.009 -0.008
C -2.268 3.066 -2.238 -0.421 0.048 -0.211
C -1.860 -1.150 -0.708 -0.011 -0.019 0.049
C -5.188 4.426 -2.576 -0.201 -0.642 0.135
H 7.759 -3.300 2.143 -0.159 -0.076 -0.006
H -1.404 3.867 1.738 -0.223 -0.039 0.005
H -1.183 5.424 -0.030 -0.172 -0.010 0.064
H -2.626 5.154 -1.875 -0.280 -0.054 -0.030
H -1.268 3.157 -2.662 0.006 -0.040 0.044
H -2.699 -0.653 -0.218 -0.021 0.033 -0.018
H -6.993 3.554 1.782 0.157 0.037 0.122
H 5.392 -2.971 3.223 0.000 0.005 -0.004
H 0.639 -1.287 2.805 -0.007 -0.012 0.012
H 2.118 -3.892 0.826 -0.011 0.005 -0.031
H -7.620 2.513 -0.671 0.182 -0.048 -0.304
H 7.006 -4.718 -2.162 -0.005 -0.003 -0.003
H -4.773 1.163 0.730 0.222 0.092 0.030
H 1.554 -1.408 1.321 -0.034 -0.134 -0.122
H -2.361 2.123 -1.709 0.149 -0.166 0.037
H 8.180 -1.878 1.210 0.012 -0.004 -0.020
H -4.394 0.311 -2.344 0.024 0.092 -0.068
H -0.440 4.220 -1.045 0.068 0.133 0.059
H -0.256 2.910 0.813 0.014 0.076 0.089
H -1.966 2.603 0.609 -0.109 0.061 0.214
H -2.973 3.061 -3.064 -0.177 -0.090 -0.064
```
Forces are in eV/Å.

Highest occupied orbital energy   -0.1692 Eh
Total charge   -1
Orbital gap   6.0 eV
Total energy   -4095.13917 Ha



The lowest total energy belongs to which entry?
C16H21AlB2BeCl2F5IKNaO15S